{
  "formula": "C26H41BrCrGeN4O2Se",
  "method": "wB97M-V/def2-TZVPD",
  "elements": ["Cr", "C", "C", "C", "C", "C", "Br", "N", "C", "H", "H", "H", "H", "H", "H", "C", "Ge", "C", "C", "C", "Se", "C", "H", "H", "H", "H", "H", "H", "H", "H", "H", "H", "H", "H", "H", "H", "C", "N", "C", "C", "C", "O", "H", "H", "H", "H", "H", "H", "H", "H", "H", "C", "N", "N", "C", "O", "C", "C", "C", "C", "C", "C", "C", "C", "C", "H", "H", "H", "H", "H", "H", "H", "H", "H", "H", "H", "H"],
  "xyz": [[-0.54, 0.40, 0.96], [-4.55, 3.33, 3.47], [-3.12, 2.95, 3.36], [-2.19, 3.27, 4.34], [-0.88, 2.79, 4.25], [-0.58, 2.00, 3.17], [1.07, 1.04, 2.89], [-1.43, 1.71, 2.17], [-2.67, 2.20, 2.27], [-4.75, 3.83, 4.41], [-5.18, 2.44, 3.41], [-4.86, 3.99, 2.66], [-2.47, 3.86, 5.20], [-0.15, 3.02, 5.01], [-3.34, 1.97, 1.45], [4.45, 2.95, -0.59], [2.96, 3.84, -1.55], [2.96, 5.82, -1.73], [2.58, 2.85, -3.23], [1.36, 3.44, -0.23], [0.69, 1.73, -0.72], [-0.65, 2.37, -1.97], [5.25, 2.72, -1.29], [4.11, 2.02, -0.14], [4.85, 3.59, 0.19], [3.77, 6.10, -2.39], [3.12, 6.30, -0.76], [2.03, 6.18, -2.15], [3.51, 2.73, -3.77], [1.89, 3.37, -3.89], [2.18, 1.86, -3.03], [0.57, 4.19, -0.26], [1.80, 3.40, 0.77], [-0.18, 3.10, -2.63], [-1.45, 2.84, -1.40], [-1.03, 1.53, -2.54], [-4.07, 0.36, -2.10], [-3.78, -0.83, -1.33], [-4.61, -1.99, -1.61], [-2.85, -0.83, -0.39], [-2.65, -2.05, 0.45], [-2.13, 0.20, -0.19], [-5.13, 0.61, -1.99], [-3.86, 0.18, -3.15], [-3.46, 1.19, -1.74], [-5.20, -1.80, -2.50], [-5.30, -2.20, -0.79], [-3.99, -2.87, -1.78], [-3.60, -2.45, 0.80], [-2.02, -1.81, 1.31], [-2.15, -2.83, -0.13], [3.08, -4.79, -1.06], [2.41, -3.52, -1.14], [1.65, -3.00, -0.14], [1.19, -1.78, -0.53], [0.42, -1.08, 0.23], [1.69, -1.54, -1.82], [2.45, -2.65, -2.17], [3.18, -2.92, -3.42], [1.26, -3.68, 1.04], [0.43, -4.80, 0.96], [-0.01, -5.40, 2.12], [0.37, -4.90, 3.36], [1.20, -3.79, 3.43], [1.65, -3.17, 2.28], [3.05, -5.15, -0.03], [4.12, -4.68, -1.37], [2.60, -5.52, -1.71], [1.50, -0.68, -2.43], [2.96, -2.15, -4.15], [2.91, -3.89, -3.82], [4.26, -2.93, -3.25], [0.14, -5.18, -0.01], [-0.67, -6.25, 2.07], [0.03, -5.38, 4.26], [1.50, -3.41, 4.40], [2.30, -2.31, 2.33]],
  "mulliken_charge": [0.20, -1.40, 0.47, -0.36, -0.68, 0.34, -0.11, 0.05, -0.51, 0.40, 0.36, 0.36, 0.45, 0.52, 0.66, -1.08, 0.64, -1.15, -0.88, -1.33, 0.79, -1.17, 0.41, 0.28, 0.37, 0.40, 0.38, 0.37, 0.45, 0.34, 0.08, 0.49, 0.52, 0.51, 0.36, 0.34, -1.00, 0.24, -1.02, 0.82, -1.60, -0.51, 0.42, 0.38, 0.24, 0.40, 0.35, 0.37, 0.63, 0.18, 0.39, -0.98, -0.02, 0.77, 0.82, 0.00, -0.66, 0.03, -1.66, -0.74, 0.36, -0.90, -0.51, -0.88, -0.05, 0.40, 0.37, 0.36, 0.37, 0.40, 0.38, 0.38, 0.58, 0.45, 0.47, 0.46, 0.63],
  "charge": 3,
  "orbital_gap_ev": [6.44, 7.08],
  "multiplicity": 2
}

=====

{
  "formula": "C19H29N7PtS",
  "method": "wB97M-V/def2-TZVPD",
  "elements": ["Pt", "C", "N", "C", "C", "N", "N", "C", "N", "N", "H", "H", "H", "H", "H", "H", "H", "H", "H", "H", "H", "C", "C", "C", "C", "C", "H", "H", "H", "H", "H", "H", "H", "H", "H", "H", "S", "C", "C", "C", "N", "C", "C", "C", "C", "C", "N", "C", "C", "H", "H", "H", "H", "H", "H", "H", "H"],
  "xyz": [[0.02, 0.19, 0.69], [4.76, 0.66, -0.27], [4.38, 0.01, 0.99], [5.43, -0.40, 1.93], [3.08, -0.19, 1.24], [2.12, 0.10, 0.41], [2.79, -0.80, 2.45], [1.57, -1.16, 2.98], [1.65, -1.79, 4.16], [0.43, -0.86, 2.43], [5.84, 0.75, -0.30], [4.33, 1.65, -0.33], [4.45, 0.06, -1.13], [6.40, -0.16, 1.49], [5.42, -1.48, 2.10], [5.36, 0.14, 2.87], [2.46, 0.40, -0.49], [3.59, -1.08, 3.00], [2.53, -2.10, 4.56], [0.82, -2.14, 4.61], [-0.35, -1.18, 2.98], [-2.11, -1.60, -1.12], [-2.66, -1.08, 0.23], [-4.15, -0.73, 0.11], [-2.46, -2.19, 1.29], [-1.86, 0.09, 0.66], [-2.58, -2.55, -1.35], [-1.03, -1.76, -1.09], [-2.34, -0.90, -1.93], [-4.72, -1.61, -0.19], [-4.31, 0.04, -0.64], [-4.55, -0.38, 1.06], [-3.03, -3.06, 0.98], [-2.84, -1.88, 2.27], [-1.41, -2.48, 1.38], [-2.47, 0.96, 0.94], [-0.50, 6.71, -0.40], [-0.37, 4.95, -0.21], [-1.29, 4.09, -0.79], [-1.15, 2.73, -0.64], [-0.13, 2.18, 0.06], [0.78, 3.00, 0.61], [0.69, 4.37, 0.50], [-1.44, 7.02, 1.09], [-2.83, 6.97, 1.07], [-3.51, 7.22, 2.26], [-2.90, 7.50, 3.41], [-1.57, 7.56, 3.41], [-0.79, 7.33, 2.28], [-2.12, 4.48, -1.36], [-1.84, 2.05, -1.11], [1.59, 2.54, 1.14], [1.45, 4.99, 0.95], [-3.37, 6.77, 0.16], [-4.59, 7.20, 2.28], [-1.10, 7.81, 4.35], [0.29, 7.41, 2.33]],
  "mulliken_charge": [0.54, -1.01, 0.07, -1.04, 0.75, -0.83, -0.03, 0.80, -0.39, -0.60, 0.25, 0.38, 0.42, 0.28, 0.41, 0.41, 0.21, 0.14, 0.17, 0.20, 0.05, -1.55, 2.18, -1.85, -1.66, -0.98, 0.46, 0.37, 0.38, 0.44, 0.42, 0.45, 0.48, 0.39, 0.37, 0.77, -0.06, 0.30, -0.58, -0.22, -0.48, -0.18, -0.66, 0.33, -0.19, -0.39, -0.52, -0.39, -0.17, 0.46, 0.53, 0.44, 0.40, 0.40, 0.37, 0.36, 0.41],
  "charge": 2,
  "e_above_lowest_ev": 0.960,
  "orbital_gap_ev": 6.75
}